1.
C13H23FeN4O2 | wB97M-V/def2-TZVPD

CARTESIAN COORDINATES (ANGSTROEM)
Fe (-0.59, 0.08, 0.43)
N (-0.54, -1.20, -1.64)
C (0.80, -1.60, -2.06)
C (1.88, -0.74, -1.40)
N (1.76, -0.66, 0.06)
C (1.93, -1.95, 0.73)
C (1.13, -2.03, 2.03)
N (-0.30, -1.93, 1.75)
C (2.68, 0.35, 0.61)
C (1.98, 1.69, 0.83)
N (0.87, 1.47, 1.75)
H (-1.21, -1.90, -1.93)
H (-0.79, -0.33, -2.09)
H (0.93, -1.50, -3.15)
H (0.95, -2.65, -1.82)
H (1.78, 0.28, -1.78)
H (2.86, -1.12, -1.69)
H (2.99, -2.15, 0.93)
H (1.57, -2.74, 0.07)
H (1.40, -1.21, 2.70)
H (1.40, -2.97, 2.53)
H (-0.83, -1.98, 2.62)
H (-0.59, -2.72, 1.18)
H (3.55, 0.48, -0.05)
H (3.05, 0.00, 1.58)
H (1.57, 2.06, -0.12)
H (2.72, 2.41, 1.21)
H (0.33, 2.32, 1.88)
H (1.22, 1.19, 2.66)
O (-1.94, 1.82, 0.64)
C (-1.75, 2.24, -0.54)
O (-0.91, 1.65, -1.28)
C (-2.50, 3.42, -1.04)
C (-2.97, 4.36, -0.12)
C (-3.64, 5.48, -0.58)
C (-3.85, 5.65, -1.94)
C (-3.40, 4.71, -2.85)
C (-2.71, 3.60, -2.40)
H (-2.80, 4.20, 0.93)
H (-3.99, 6.22, 0.12)
H (-4.37, 6.53, -2.29)
H (-3.58, 4.85, -3.90)
H (-2.35, 2.85, -3.10)

## Properties
Multiplicity: 5
Frontier orbital gap (alpha / beta) (eV): 9.04 / 8.84
Total charge: +1



2.
C13H23InN4O2P2 | wB97M-V/def2-TZVPD

CARTESIAN COORDINATES (ANGSTROEM)
In (-1.16, 0.60, 0.57)
P (-0.95, 0.93, -1.94)
C (0.49, 0.10, -2.52)
C (1.63, -0.17, -1.74)
N (1.38, -0.15, -0.38)
C (2.39, -0.05, 0.47)
C (3.70, 0.03, 0.00)
C (4.00, -0.16, -1.37)
C (2.96, -0.30, -2.26)
C (2.08, 0.10, 1.94)
P (0.42, -0.50, 2.39)
H (3.16, -0.35, -3.34)
H (4.46, 0.15, 0.75)
H (5.03, -0.17, -1.68)
H (2.82, -0.37, 2.60)
H (2.11, 1.17, 2.16)
H (-0.51, -4.75, -3.24)
H (0.59, 0.04, -3.60)
H (-1.21, -3.74, 1.34)
O (-1.09, -4.10, -3.71)
H (-0.68, -3.21, -3.63)
H (-1.84, -0.78, 0.28)
O (-1.71, -3.89, 0.54)
H (-1.23, -3.38, -0.20)
C (0.79, -2.28, 2.50)
H (1.61, -2.40, 3.23)
H (-0.13, -2.81, 2.81)
H (1.09, -2.64, 1.49)
C (0.18, 0.01, 4.13)
H (-0.85, -0.28, 4.42)
H (0.92, -0.55, 4.73)
H (0.31, 1.10, 4.20)
C (-0.66, 2.71, -1.88)
H (-0.79, 3.05, -2.91)
H (-1.37, 3.22, -1.20)
H (0.37, 2.85, -1.52)
C (-2.38, 0.61, -2.99)
H (-3.28, 1.05, -2.55)
H (-2.16, 1.06, -3.97)
H (-2.58, -0.47, -3.08)
N (-2.04, 2.21, 1.28)
C (-2.68, 3.13, 1.60)
N (-3.16, 4.21, 1.95)
C (-4.45, 4.43, 2.09)
N (-5.58, 4.73, 2.24)

## Properties
Energy above the lowest of the compared OMol25 structures with the same formula, charge and spin (kcal/mol): 114.71
Frontier orbital gap (alpha / beta) (eV): 3.40 / 4.36
Total charge: +2



3.
C13H23N5O3PdS | wB97M-V/def2-TZVPD

CARTESIAN COORDINATES (ANGSTROEM)
Pd (0.13, 0.92, -0.26)
C (1.20, 3.34, -2.16)
O (0.38, 3.07, -1.02)
C (-0.82, 3.84, -0.99)
C (-1.52, 3.59, 0.33)
O (-1.62, 2.20, 0.62)
C (-2.82, 1.53, 0.22)
C (-2.97, 1.33, -1.28)
O (-1.71, 0.98, -1.85)
C (-1.81, 0.18, -3.02)
H (1.64, 4.33, -2.07)
H (0.61, 3.28, -3.08)
H (1.99, 2.60, -2.19)
H (-1.45, 3.57, -1.85)
H (-0.57, 4.90, -1.06)
H (-2.50, 4.06, 0.34)
H (-0.92, 4.01, 1.14)
H (-3.69, 2.06, 0.60)
H (-2.75, 0.56, 0.71)
H (-3.34, 2.23, -1.77)
H (-3.69, 0.53, -1.43)
H (-2.16, -0.82, -2.77)
H (-0.82, 0.13, -3.46)
H (-2.50, 0.64, -3.74)
S (2.47, 0.71, -0.12)
C (2.82, -0.18, 1.31)
N (4.02, -0.80, 1.38)
C (4.45, -1.49, 2.45)
C (3.66, -1.60, 3.56)
C (2.41, -0.97, 3.55)
C (1.99, -0.26, 2.44)
H (4.63, -0.72, 0.57)
H (5.43, -1.94, 2.39)
H (4.00, -2.15, 4.42)
H (1.78, -1.01, 4.42)
H (1.04, 0.24, 2.41)
N (0.03, -5.70, -0.17)
C (-0.58, -4.54, 0.09)
N (-1.87, -4.56, 0.43)
N (0.14, -3.44, 0.02)
C (-0.14, -2.21, 0.14)
N (-0.35, -1.07, 0.26)
H (-0.44, -6.58, -0.11)
H (0.98, -5.68, -0.51)
H (-2.40, -5.41, 0.44)
H (-2.35, -3.71, 0.69)

## Properties
Energy above the lowest of the compared OMol25 structures with the same formula, charge and spin (kcal/mol): 20.82
Frontier orbital gap (alpha / beta) (eV): 6.75 / 6.89
Total charge: +2



4.
C13H23NO11P2 | wB97M-V/def2-TZVPD

CARTESIAN COORDINATES (ANGSTROEM)
C (-0.85, 2.05, -3.27)
C (-2.09, 2.36, -2.50)
C (-2.19, 1.66, -1.18)
N (-2.93, 3.25, -2.91)
C (-4.23, 3.09, -3.43)
O (-4.79, 4.42, -3.74)
C (-4.12, 5.48, -3.22)
O (-3.59, 6.30, -3.90)
P (-4.35, 2.22, -5.08)
O (-5.28, 1.07, -5.06)
P (-5.41, 2.23, -2.22)
O (-5.33, 3.35, -1.02)
O (-6.84, 2.58, -2.91)
H (-0.10, 2.77, -2.91)
H (-0.46, 1.07, -3.02)
H (-0.97, 2.23, -4.33)
H (-2.35, 2.40, -0.39)
H (-1.27, 1.14, -0.95)
H (-3.00, 0.93, -1.18)
H (-4.17, 5.59, -2.13)
H (-3.05, 1.84, -5.48)
H (-4.78, 3.22, -5.97)
H (-4.46, 3.77, -0.98)
H (-7.50, 2.06, -2.43)
C (2.24, -3.08, 0.82)
C (1.24, -1.96, 0.80)
C (0.52, -1.76, -0.52)
O (0.24, -0.35, -0.52)
C (1.19, 0.25, 0.26)
O (1.36, 1.42, 0.30)
O (1.88, -0.67, 0.95)
H (2.64, -3.19, 1.83)
H (1.78, -4.02, 0.52)
H (3.07, -2.86, 0.15)
H (0.53, -2.07, 1.62)
H (-0.41, -2.33, -0.59)
H (1.15, -1.99, -1.38)
C (6.73, -3.13, 4.64)
C (5.31, -2.92, 5.08)
C (4.79, -3.94, 6.08)
O (3.39, -3.98, 5.78)
C (3.24, -3.62, 4.48)
O (2.23, -3.74, 3.86)
O (4.39, -3.11, 3.99)
H (7.06, -2.32, 3.99)
H (7.40, -3.17, 5.50)
H (6.82, -4.06, 4.08)
H (5.17, -1.90, 5.46)
H (4.94, -3.64, 7.12)
H (5.21, -4.93, 5.92)

## Properties
Frontier orbital gap (eV): 7.79
Total charge: 0
SMILES string: CC(C)=N[C@@](OC=O)([PH2]=O)P(O)O.C[C@@H]1COC(=O)O1.C[C@@H]1COC(=O)O1



5.
C13H24BiClI2N2P2 | wB97M-V/def2-TZVPD

CARTESIAN COORDINATES (ANGSTROEM)
I (-0.28, 2.75, -1.01)
I (-0.23, -3.28, -0.71)
Bi (-0.02, -0.31, -1.64)
P (-2.84, -0.31, -1.55)
C (-3.72, -0.24, 0.07)
C (-3.51, 1.08, -2.53)
H (-4.59, 0.92, -2.68)
H (-4.57, -1.70, -2.57)
H (-2.95, 1.11, -3.47)
H (-2.93, -1.92, -3.31)
H (-3.29, 0.59, 0.68)
H (-3.30, 2.02, -1.99)
C (-3.49, -1.81, -2.38)
H (-4.79, -0.11, -0.10)
H (-3.25, -2.67, -1.75)
H (-3.49, -1.17, 0.62)
P (2.70, -0.30, -1.55)
C (3.47, -0.24, 0.11)
C (3.33, -1.78, -2.40)
H (2.75, 1.18, -3.42)
H (4.38, 1.02, -2.68)
H (3.09, 2.05, -1.92)
C (3.30, 1.12, -2.49)
H (2.79, -1.88, -3.34)
H (4.41, -1.67, -2.57)
H (4.56, -0.27, 0.00)
H (3.09, -1.09, 0.71)
H (3.11, -2.67, -1.78)
H (3.14, 0.67, 0.64)
Cl (-0.08, -0.44, -4.09)
N (-0.77, -1.17, 3.35)
C (-0.79, -1.31, 1.99)
N (-0.19, -0.29, 1.38)
C (0.27, 0.56, 2.35)
C (0.95, 1.78, 2.22)
C (1.24, 2.49, 3.38)
C (0.84, 1.98, 4.63)
C (0.18, 0.75, 4.78)
C (-0.10, 0.05, 3.62)
H (-1.14, -1.78, 4.08)
H (-1.13, -2.16, 1.41)
H (1.16, 2.09, 1.21)
H (1.74, 3.45, 3.34)
H (1.06, 2.53, 5.56)
H (-0.10, 0.41, 5.80)

## Properties
Energy above the lowest of the compared OMol25 structures with the same formula, charge and spin (kcal/mol): 20.25
Frontier orbital gap (alpha / beta) (eV): 3.72 / 3.81
Total charge: +2



6.
C13H24Br2N3O10P2S2SiV | wB97M-V/def2-TZVPD

CARTESIAN COORDINATES (ANGSTROEM)
V (-0.28, 0.52, -0.39)
Br (2.43, -1.82, 0.77)
C (3.86, -0.53, 0.71)
Br (4.12, 0.32, -1.01)
H (4.77, -1.05, 0.93)
H (3.62, 0.24, 1.43)
N (-4.22, 1.32, 1.54)
C (-3.27, 0.32, 0.91)
C (-3.87, -1.08, 0.94)
P (-1.67, 0.39, 1.97)
O (-1.63, 1.99, 1.70)
O (-2.20, -0.03, 3.30)
O (-0.87, -0.54, 0.99)
P (-3.17, 0.88, -0.87)
O (-2.81, 2.45, -0.80)
O (-4.57, 0.77, -1.37)
O (-2.01, 0.11, -1.49)
H (-4.47, 1.00, 2.47)
H (-5.01, 1.48, 0.91)
H (-3.65, 2.17, 1.63)
H (-4.03, -1.41, 1.97)
H (-3.16, -1.76, 0.47)
H (-4.81, -1.12, 0.37)
H (-0.80, 2.53, 1.94)
H (-1.88, 2.63, -1.06)
O (2.58, 1.56, 2.52)
S (1.22, 1.64, 2.04)
O (0.68, 3.01, 2.13)
O (1.19, 1.22, 0.55)
O (0.31, 0.70, 2.79)
C (-0.01, 7.03, -0.84)
C (-0.30, 6.06, -1.95)
C (-0.71, 6.49, -3.21)
C (-0.91, 5.49, -4.15)
N (-0.70, 4.20, -3.91)
C (-0.29, 3.87, -2.66)
S (0.08, 2.20, -2.37)
N (-0.13, 4.78, -1.67)
H (-0.12, 8.07, -1.18)
H (1.00, 6.88, -0.48)
H (-0.69, 6.86, 0.00)
H (-0.85, 7.54, -3.44)
H (-1.26, 5.74, -5.15)
C (3.51, -2.70, -3.80)
Si (1.86, -1.86, -4.11)
C (0.72, -3.08, -4.95)
C (2.14, -0.42, -5.26)
C (1.10, -1.29, -2.60)
C (0.58, -0.67, -1.68)
H (3.95, -3.10, -4.72)
H (3.39, -3.53, -3.08)
H (4.20, -1.98, -3.36)
H (1.12, -3.47, -5.90)
H (-0.24, -2.58, -5.16)
H (0.51, -3.93, -4.30)
H (2.54, -0.71, -6.23)
H (2.84, 0.29, -4.79)
H (1.20, 0.12, -5.40)

## Properties
Multiplicity: 3
Energy above the lowest of the compared OMol25 structures with the same formula, charge and spin (kcal/mol): 52.30
Frontier orbital gap (alpha / beta) (eV): 6.92 / 6.93
Total charge: -2



7.
C13H24ClCuN2O6P2S3 | wB97M-V/def2-TZVPD

CARTESIAN COORDINATES (ANGSTROEM)
Cu (0.14, -0.75, -0.91)
C (0.12, 0.11, 3.55)
C (0.57, 1.58, 3.54)
S (1.16, 2.15, 1.91)
C (0.33, 3.77, 1.86)
C (-1.19, 3.69, 1.67)
S (-1.65, 2.59, 0.27)
C (-2.75, 1.32, 0.98)
C (-2.30, 0.65, 2.27)
S (-0.84, -0.46, 2.10)
H (-0.49, -0.09, 4.43)
H (0.98, -0.56, 3.55)
H (1.38, 1.71, 4.25)
H (-0.25, 2.23, 3.84)
H (0.79, 4.28, 1.02)
H (0.57, 4.31, 2.77)
H (-1.59, 4.67, 1.43)
H (-1.70, 3.33, 2.56)
H (-2.83, 0.58, 0.18)
H (-3.73, 1.77, 1.13)
H (-3.11, 0.02, 2.64)
H (-2.08, 1.39, 3.03)
N (3.34, -3.24, -2.38)
C (2.00, -3.50, -1.71)
C (1.69, -4.99, -1.62)
P (2.23, -2.69, -0.02)
O (2.16, -3.89, 1.02)
O (3.61, -2.14, -0.10)
O (1.09, -1.75, 0.36)
P (0.78, -2.54, -2.74)
O (0.44, -3.53, -3.95)
O (1.60, -1.40, -3.24)
O (-0.50, -2.26, -1.97)
H (3.75, -4.05, -2.83)
H (3.94, -2.85, -1.61)
H (3.18, -2.48, -3.06)
H (2.40, -5.50, -0.97)
H (1.70, -5.45, -2.61)
H (0.69, -5.12, -1.20)
H (1.26, -4.09, 1.30)
H (-0.37, -4.04, -3.83)
Cl (-2.69, 0.66, -5.34)
C (-1.33, 0.95, -4.33)
C (-0.25, 1.69, -4.79)
C (0.81, 1.90, -3.92)
C (0.77, 1.35, -2.65)
N (-0.27, 0.62, -2.23)
C (-1.31, 0.43, -3.05)
H (-0.23, 2.08, -5.79)
H (1.67, 2.47, -4.23)
H (1.57, 1.50, -1.94)
H (-2.14, -0.15, -2.68)

## Properties
Multiplicity: 2
Energy above the lowest of the compared OMol25 structures with the same formula, charge and spin (kcal/mol): 28.98
Frontier orbital gap (alpha / beta) (eV): 7.79 / 5.40
Total charge: +1



8.
C13H24F4NO6S2 | wB97M-V/def2-TZVPD

CARTESIAN COORDINATES (ANGSTROEM)
N (-3.43, -1.01, 1.27)
C (-4.07, 0.10, 0.56)
C (-3.97, -0.09, -0.96)
C (-2.83, 0.67, -1.66)
C (-1.44, -0.01, -1.66)
C (-0.27, 0.84, -1.13)
C (-0.13, 0.94, 0.40)
C (-0.71, 2.25, 0.95)
C (-0.65, 2.21, 2.47)
O (0.69, 2.19, 3.00)
S (1.92, 2.01, 2.00)
O (2.10, 3.26, 1.32)
O (2.96, 1.49, 2.82)
C (1.38, 0.81, 0.78)
C (1.91, -0.61, 1.15)
C (1.03, -1.81, 0.80)
C (0.18, -2.32, 1.95)
F (-0.27, -1.28, 2.79)
H (-3.15, -0.75, 2.21)
H (-2.58, -1.28, 0.79)
H (-5.12, 0.12, 0.86)
H (-3.65, 1.08, 0.83)
H (-3.87, -1.16, -1.16)
H (-4.92, 0.22, -1.40)
H (-2.75, 1.67, -1.24)
H (-3.14, 0.80, -2.70)
H (-1.48, -0.96, -1.11)
H (-1.19, -0.28, -2.69)
H (-0.39, 1.86, -1.53)
H (0.65, 0.46, -1.57)
H (-0.70, 0.15, 0.89)
H (-1.76, 2.33, 0.68)
H (-0.19, 3.11, 0.54)
H (-1.16, 3.06, 2.93)
H (-1.14, 1.30, 2.82)
H (1.94, 1.16, -0.09)
H (2.18, -0.65, 2.20)
H (2.80, -0.75, 0.55)
H (1.72, -2.62, 0.54)
H (0.43, -1.64, -0.10)
H (0.76, -3.00, 2.59)
H (-0.71, -2.85, 1.62)
C (4.83, -0.98, -3.17)
F (5.95, -1.60, -2.75)
F (4.88, 0.28, -2.71)
F (4.90, -0.91, -4.51)
S (3.31, -1.85, -2.61)
O (3.44, -1.79, -1.17)
O (3.46, -3.16, -3.20)
O (2.25, -1.02, -3.15)

## Properties
Energy above the lowest of the compared OMol25 structures with the same formula, charge and spin (kcal/mol): 0.00
Frontier orbital gap (eV): 8.93
Total charge: -1



9.
C13H24F7N4O3P | wB97M-V/def2-TZVPD

CARTESIAN COORDINATES (ANGSTROEM)
C (5.29, 0.12, 0.74)
C (4.23, 1.19, 1.02)
N (2.94, 0.63, 1.29)
F (2.64, 0.47, 2.62)
C (2.01, 0.29, 0.43)
N (2.29, 0.45, -0.87)
C (1.16, -0.05, -1.68)
C (0.88, -1.47, -1.19)
C (0.03, -2.18, -2.25)
F (-1.04, -1.44, -2.65)
F (0.85, -2.30, -3.35)
C (-0.43, -3.62, -1.96)
F (0.61, -4.35, -1.48)
F (-1.47, -3.68, -1.12)
F (-0.82, -4.19, -3.13)
C (0.24, -1.33, 0.19)
O (-1.14, -1.22, 0.05)
C (-1.92, -1.37, 1.24)
C (-3.20, -0.57, 1.07)
N (-3.05, 0.87, 1.23)
C (-3.04, 1.60, -0.03)
C (-2.80, 3.10, 0.19)
C (-3.95, 3.91, -0.39)
O (-1.58, 3.50, -0.39)
P (0.71, -2.79, 1.31)
O (0.71, -2.42, 2.74)
N (0.80, -0.16, 0.87)
H (6.19, 0.63, 0.42)
H (5.52, -0.42, 1.65)
H (4.96, -0.56, -0.04)
H (4.19, 1.89, 0.21)
H (4.55, 1.75, 1.89)
H (2.33, 1.57, -0.97)
H (1.47, -0.06, -2.71)
H (0.31, 0.61, -1.52)
H (1.82, -2.02, -1.12)
H (-1.41, -1.00, 2.12)
H (-2.20, -2.42, 1.33)
H (-3.63, -0.77, 0.09)
H (-3.88, -0.92, 1.85)
H (-2.23, 1.09, 1.77)
H (-2.31, 1.23, -0.75)
H (-4.01, 1.50, -0.50)
H (-2.76, 3.32, 1.26)
H (-3.75, 4.97, -0.31)
H (-4.86, 3.69, 0.16)
H (-4.11, 3.66, -1.43)
H (-1.75, 3.82, -1.27)
H (1.95, -3.21, 0.80)
H (-0.18, -3.85, 1.06)
H (0.76, -0.24, 1.88)
F (2.08, 2.73, -0.39)

## Properties
Frontier orbital gap (eV): 9.25
Total charge: 0



10.
C13H24O2 | wB97M-V/def2-TZVPD

CARTESIAN COORDINATES (ANGSTROEM)
C (-1.55, 1.99, 3.71)
C (-0.77, 2.34, 2.45)
C (0.66, 2.71, 2.91)
C (-0.86, 1.34, 1.29)
C (-0.44, 1.87, -0.07)
C (-1.03, 0.99, -1.18)
C (-0.65, -0.55, -1.14)
C (-1.41, -1.19, -2.30)
C (0.90, -0.74, -1.11)
C (1.23, -1.98, -0.27)
C (1.25, -3.30, -1.10)
C (1.92, -3.09, -2.46)
O (2.34, -1.75, -2.76)
C (1.52, -0.67, -2.42)
O (1.69, 0.45, -2.88)
H (-1.55, 2.75, 4.49)
H (-1.22, 1.02, 4.15)
H (-2.51, 1.68, 3.54)
H (-1.26, 3.30, 2.29)
H (0.70, 3.34, 3.78)
H (1.20, 3.09, 2.09)
H (1.21, 1.78, 3.29)
H (-1.86, 0.93, 1.03)
H (-0.30, 0.48, 1.64)
H (-0.99, 2.82, -0.04)
H (0.63, 2.14, -0.12)
H (-0.88, 1.43, -2.21)
H (-2.16, 0.90, -1.05)
H (-1.08, -1.03, -0.32)
H (-2.50, -1.19, -2.04)
H (-1.25, -0.75, -3.23)
H (-1.09, -2.16, -2.55)
H (1.52, 0.11, -0.66)
H (2.17, -1.87, 0.15)
H (0.59, -2.26, 0.58)
H (0.19, -3.51, -1.22)
H (1.67, -4.22, -0.55)
H (2.85, -3.84, -2.48)
H (1.13, -3.35, -3.23)

## Properties
Energy above the lowest of the compared OMol25 structures with the same formula, charge and spin (kcal/mol): 54.27
Frontier orbital gap (eV): 10.76
Total charge: 0
SMILES string: CC(C)CCC[C@@H](C)[C@H]1CCCOC1=O